{"formula": "C2H6N2O", "method": "the ωB97M-V functional and the def2-TZVPD basis", "max_force_ha_per_bohr": 0.084, "smiles": "[H]/N=C(\\C)NO", "lumo_energy_ev": 0.77, "homo_lumo_gap_ev": 10.756, "e_tot_ev": -7195.5520, "elements": ["C", "C", "H", "H", "H", "H", "H", "H", "N", "N", "O"], "positions_angstrom": [[-1.127, 1.248, 0.900], [-0.356, 0.162, 0.009], [-1.540, 0.646, 1.888], [-0.334, 1.969, 0.971], [-2.103, 1.399, 0.339], [-2.104, -0.492, -0.327], [1.416, 0.201, 0.814], [0.762, -1.346, -0.958], [-1.099, -0.750, -0.469], [1.109, 0.359, -0.174], [1.592, -1.012, -0.460]]}